105
Properties=species:S:1:pos:R:3:lowdin_charge:R:1 method="wB97M-V/def2-TZVPD" total_energy_ev=-57974.2845 de_lowest_kcal_mol=0.00 charge=+3 max_force_ha_per_bohr=0.09129 gap_ev=6.03 e_homo_ev=-14.5743
B -0.56 -0.30 -1.30 -0.3957
H -0.90 -0.58 -2.43 -0.0231
H -0.57 0.91 -1.25 -0.0211
H -1.36 -0.77 -0.52 -0.0215
H 0.57 -0.66 -1.09 -0.0254
B -4.33 -1.44 0.74 -0.3821
H -3.13 -1.66 0.62 -0.0627
H -4.78 -0.96 -0.26 -0.0327
H -4.82 -2.50 0.99 -0.0169
H -4.57 -0.66 1.65 -0.0316
C -2.59 -3.59 -0.98 0.0086
C -1.56 -3.68 0.06 -0.4778
O -1.67 -4.03 1.14 0.2261
N -0.20 -3.21 -0.37 0.0560
H 0.07 -3.71 -1.23 0.1767
H -0.27 -2.19 -0.72 0.0710
C 0.84 -3.40 0.68 0.0072
H -2.80 -4.55 -1.47 0.1154
H -2.33 -2.79 -1.68 0.0767
H -3.57 -3.38 -0.53 0.0616
H 0.76 -2.70 1.48 0.0971
H 1.81 -3.34 0.18 0.0784
H 0.78 -4.45 0.93 0.1124
C 1.46 -0.62 -4.66 0.0342
C 1.71 -2.06 -4.91 -0.3891
O 1.24 -2.65 -5.81 0.1918
N 2.81 -2.77 -4.14 0.1130
H 2.47 -3.74 -4.08 0.1858
H 3.71 -2.81 -4.65 0.2015
C 3.07 -2.19 -2.74 0.0354
H 0.58 -0.28 -5.20 0.0847
H 2.31 -0.08 -5.12 0.1281
H 1.42 -0.30 -3.62 0.0716
H 3.72 -1.35 -2.92 0.1168
H 3.53 -2.99 -2.18 0.1118
H 2.14 -1.88 -2.26 0.0655
C 1.35 3.00 -0.62 0.0484
N 1.59 2.62 0.78 -0.0526
C 1.74 3.59 1.69 0.0188
C 2.16 3.28 2.97 0.0522
C 2.20 1.96 3.40 -0.1170
C 1.96 0.98 2.44 0.0382
C 1.68 1.35 1.15 -0.0169
C 2.77 1.60 4.71 -0.1033
C 2.63 2.39 5.84 0.0461
C 3.00 1.90 7.06 0.0166
N 3.62 0.73 7.16 -0.0654
C 3.99 0.07 6.03 0.0279
C 3.51 0.42 4.82 0.0647
C 4.19 0.25 8.46 0.0618
H 0.41 2.58 -0.95 0.0586
H 2.25 2.72 -1.17 0.1206
H 1.39 4.09 -0.64 0.1054
H 1.63 4.62 1.39 0.1542
H 2.48 4.11 3.59 0.1398
H 1.95 -0.07 2.65 0.1324
H 1.47 0.63 0.38 0.1128
H 2.08 3.31 5.79 0.1378
H 2.68 2.36 7.99 0.1598
H 4.57 -0.82 6.21 0.1618
H 3.61 -0.27 3.99 0.1216
H 3.90 -0.79 8.58 0.1136
H 3.93 0.89 9.28 0.1080
H 5.27 0.24 8.31 0.1175
C -3.11 1.14 3.84 -0.0150
C -2.62 1.49 2.44 -0.3305
C -1.54 2.57 2.36 -0.1656
O -1.24 2.81 1.01 -0.2195
C -2.28 3.42 0.31 -0.0977
N -2.06 0.28 1.73 0.1774
H -2.77 -0.50 1.65 0.0458
H -1.75 0.58 0.79 0.0932
H -1.21 -0.09 2.17 0.1589
H -3.97 0.48 3.75 0.0890
H -3.45 2.08 4.27 0.0985
H -2.31 0.78 4.49 0.0883
H -3.49 1.75 1.85 0.1511
H -0.65 2.27 2.92 0.1165
H -1.98 3.46 2.82 0.1434
H -2.81 2.74 -0.36 0.0887
H -1.80 4.14 -0.36 0.0977
H -2.99 4.02 0.88 0.1121
C -3.48 0.81 -3.32 -0.0381
C -2.60 0.59 -4.50 -0.3481
C -2.93 -0.65 -5.30 -0.2050
O -1.89 -0.74 -6.21 -0.2016
C -1.73 -2.06 -6.79 -0.0449
N -2.66 1.79 -5.42 0.2446
H -2.05 2.55 -5.11 0.1786
H -2.38 1.55 -6.39 0.1765
H -3.64 2.10 -5.42 0.1809
H -4.56 0.80 -3.47 0.1089
H -3.17 1.70 -2.76 0.0876
H -3.26 0.08 -2.53 0.0830
H -1.58 0.45 -4.15 0.1127
H -3.93 -0.53 -5.74 0.1524
H -2.93 -1.45 -4.56 0.1442
H -2.66 -2.39 -7.24 0.1053
H -1.37 -2.76 -6.01 0.0832
H -0.86 -2.03 -7.45 0.0920
B 4.15 -0.73 0.41 -1.1234
F 2.86 -1.41 0.36 0.0130
F 4.50 -0.76 1.81 0.0646
F 5.17 -1.37 -0.33 0.1055
F 4.03 0.61 -0.07 0.0851

9
Properties=species:S:1:pos:R:3:lowdin_charge:R:1 method="wB97M-V/def2-TZVPD" total_energy_ev=-18558.8799 de_lowest_kcal_mol=168.18 max_force_ha_per_bohr=0.12927 gap_ev="6.90 / 8.52" e_homo_ev="-11.2730 / -11.3138"
C -0.32 -0.73 0.66 -0.0100
O 2.01 0.17 -0.12 -0.2510
O -1.23 1.82 -0.62 0.0767
O 0.16 -0.04 -2.02 -0.2090
O -0.28 1.45 0.12 -0.1562
P 0.65 0.20 -0.70 0.4037
H -0.04 -0.33 1.54 0.0261
H -1.27 -0.86 0.50 0.0077
H 0.32 -1.67 0.63 0.1120

7
Properties=species:S:1:pos:R:3:mulliken_spin:R:1 method="wB97M-V/def2-TZVPD" total_energy_ev=-6215.1968 de_lowest_kcal_mol=8.98 max_force_ha_per_bohr=0.06069 multiplicity=2 gap_ev="12.20 / 7.23" e_homo_ev="-11.3500 / -10.6887"
O 0.94 -0.67 -0.71 0.2712
C 0.17 0.10 -0.20 -0.0575
O -0.18 1.29 -0.23 0.5221
C -0.73 -0.60 0.91 0.2807
H -0.88 -1.67 0.90 0.0022
H -0.37 -0.45 1.93 -0.0090
H -1.70 -0.10 0.96 -0.0097

34
Properties=species:S:1:pos:R:3:lowdin_charge:R:1 method="wB97M-V/def2-TZVPD" total_energy_ev=-32197.5466 de_lowest_kcal_mol=5.80 smiles="COC[C@@H](COS(N)(=O)=O)Cc1ccccc1" max_force_ha_per_bohr=0.02661 gap_ev=9.76 e_homo_ev=-9.1493
C -0.15 3.61 -1.08 -0.1049
O -0.61 2.36 -0.65 -0.1856
C 0.09 1.87 0.48 -0.2033
C -0.46 0.49 0.85 -0.2479
C -1.94 0.61 1.22 -0.1752
O -2.40 -0.53 1.93 -0.2103
S -3.49 -1.46 1.27 0.5534
N -2.56 -2.64 0.54 -0.0478
O -4.22 -2.06 2.34 -0.2572
O -4.18 -0.76 0.24 -0.2603
C -0.26 -0.51 -0.30 -0.1132
C 1.20 -0.78 -0.53 -0.2312
C 1.88 -0.18 -1.58 -0.0472
C 3.23 -0.41 -1.78 -0.0843
C 3.92 -1.25 -0.92 -0.0979
C 3.26 -1.85 0.14 -0.0855
C 1.91 -1.62 0.33 -0.0410
H -0.27 4.37 -0.30 0.0901
H -0.74 3.88 -1.94 0.0905
H 0.91 3.56 -1.36 0.0903
H 1.16 1.79 0.25 0.1280
H -0.03 2.57 1.32 0.1318
H 0.08 0.14 1.74 0.1530
H -2.10 1.47 1.88 0.1401
H -2.56 0.73 0.33 0.1193
H -2.51 -3.45 1.14 0.0748
H -2.95 -2.87 -0.36 0.0774
H -0.71 -0.09 -1.19 0.1272
H -0.77 -1.44 -0.04 0.0868
H 1.34 0.47 -2.26 0.1144
H 3.75 0.06 -2.60 0.1010
H 4.98 -1.43 -1.06 0.0988
H 3.79 -2.51 0.81 0.1007
H 1.38 -2.10 1.14 0.1151

19
Properties=species:S:1:pos:R:3:lowdin_charge:R:1 method="wB97M-V/def2-TZVPD" total_energy_ev=-7450.8001 de_lowest_kcal_mol=60.68 smiles=C[C@H]1[C@H]2CCC[C@@H]12 max_force_ha_per_bohr=0.03854 gap_ev=9.67 e_homo_ev=-8.5308
C 0.50 -1.84 -0.33 -0.0988
C 0.64 -0.66 -1.27 -0.1483
C -0.11 0.60 -1.20 -0.3556
C -1.42 0.80 -0.43 -0.1698
C -1.07 0.78 1.07 -0.0957
C 0.76 0.72 1.09 -0.0943
C 1.09 0.82 -0.38 -0.1559
H 0.33 -2.80 -0.84 0.0758
H 1.42 -1.95 0.26 0.0787
H -0.33 -1.70 0.38 0.0620
H 0.87 -1.00 -2.30 0.1222
H -0.04 1.11 -2.16 0.1335
H -1.78 1.78 -0.74 0.1028
H -2.15 0.04 -0.76 0.1121
H -1.38 1.67 1.62 0.0714
H -1.53 -0.11 1.57 0.0868
H 0.80 -0.27 1.51 0.0461
H 1.48 1.33 1.70 0.1070
H 1.77 1.64 -0.66 0.1199

What did the second record say?
9
Properties=species:S:1:pos:R:3:lowdin_charge:R:1 method="wB97M-V/def2-TZVPD" total_energy_ev=-18558.8799 de_lowest_kcal_mol=168.18 max_force_ha_per_bohr=0.12927 gap_ev="6.90 / 8.52" e_homo_ev="-11.2730 / -11.3138"
C -0.32 -0.73 0.66 -0.0100
O 2.01 0.17 -0.12 -0.2510
O -1.23 1.82 -0.62 0.0767
O 0.16 -0.04 -2.02 -0.2090
O -0.28 1.45 0.12 -0.1562
P 0.65 0.20 -0.70 0.4037
H -0.04 -0.33 1.54 0.0261
H -1.27 -0.86 0.50 0.0077
H 0.32 -1.67 0.63 0.1120